{
  "formula": "C27H38CoNO",
  "method": "ωB97M-V with the def2-TZVPD basis set",
  "e_tot_ev": -69773.121,
  "spin_multiplicity": 5,
  "lumo_energy_ev": [4.354, 4.513],
  "charge": -2,
  "species": ["Co", "C", "C", "C", "H", "C", "C", "H", "H", "H", "H", "C", "C", "C", "H", "C", "C", "H", "H", "H", "H", "O", "C", "C", "C", "C", "C", "H", "H", "H", "H", "H", "H", "H", "H", "H", "H", "C", "C", "C", "C", "C", "C", "C", "C", "N", "C", "C", "C", "C", "H", "H", "H", "H", "H", "H", "H", "H", "H", "H", "H", "H", "H", "H", "H", "H", "H", "H"],
  "positions_angstrom": [[0.197, 0.731, -1.043], [2.014, 0.929, 0.438], [2.488, 0.096, -0.601], [2.528, 0.850, -1.781], [2.710, -0.950, -0.506], [2.069, 2.151, -1.498], [1.783, 2.205, -0.115], [1.442, 3.069, 0.426], [1.855, 0.632, 1.460], [2.808, 0.478, -2.751], [1.975, 2.963, -2.200], [-1.954, 0.809, 0.043], [-1.257, 1.962, 0.429], [-1.038, 2.745, -0.729], [-0.926, 2.196, 1.426], [-1.584, 2.065, -1.830], [-2.145, 0.856, -1.350], [-2.590, 0.077, -1.942], [-2.215, -0.014, 0.682], [-0.533, 3.695, -0.769], [-1.594, 2.423, -2.844], [0.114, -0.253, -3.041], [-0.002, 0.105, -4.482], [0.688, -1.218, -4.849], [0.747, 1.368, -4.809], [-1.454, 0.160, -4.889], [0.602, -1.587, -3.375], [1.703, -1.089, -5.215], [0.135, -1.855, -5.534], [-0.133, -2.338, -3.105], [1.533, -1.805, -2.862], [0.733, 1.534, -5.885], [1.783, 1.312, -4.487], [0.288, 2.227, -4.327], [-1.552, -0.117, -5.938], [-1.870, 1.156, -4.765], [-2.047, -0.534, -4.297], [-1.080, -1.666, 5.824], [-0.606, -0.667, 4.804], [-0.211, 0.582, 5.245], [0.259, 1.508, 4.338], [0.717, 2.854, 4.838], [0.316, 1.182, 2.976], [-0.107, -0.091, 2.391], [-0.549, -0.988, 3.433], [-0.037, -0.517, 0.892], [-0.268, -1.987, 0.697], [0.826, -2.847, 1.426], [-1.747, -2.482, 0.976], [-0.100, -2.298, -0.723], [-0.270, -1.858, 6.559], [-1.964, -1.259, 6.360], [-1.367, -2.634, 5.362], [-0.252, 0.828, 6.300], [-0.124, 3.370, 5.347], [1.550, 2.720, 5.560], [1.076, 3.509, 4.016], [0.743, 1.991, 2.409], [-0.852, -1.986, 3.266], [0.885, -2.797, 2.521], [0.694, -3.925, 1.186], [1.840, -2.548, 1.084], [-2.460, -2.089, 0.220], [-1.795, -3.588, 0.874], [-2.254, -2.237, 1.917], [-0.834, -1.672, -1.268], [0.935, -2.066, -0.958], [-0.271, -3.375, -0.957]],
  "lowdin_charge": [0.666, -0.187, -0.185, -0.196, 0.075, -0.186, -0.197, 0.085, 0.066, 0.076, 0.083, -0.182, -0.174, -0.185, 0.070, -0.188, -0.185, 0.080, 0.075, 0.088, 0.072, -0.186, -0.515, -0.310, -0.097, -0.137, -0.211, 0.048, 0.016, 0.086, 0.096, 0.053, 0.061, 0.066, 0.034, 0.058, 0.072, -0.082, -0.307, -0.090, -0.308, -0.074, -0.046, -0.136, -0.034, -0.028, -0.620, -0.058, -0.074, -0.144, 0.074, 0.074, 0.072, 0.101, 0.075, 0.074, 0.075, 0.069, 0.052, 0.054, 0.070, 0.075, 0.070, 0.071, 0.054, 0.080, 0.053, 0.102]
}